Molecular formula: C46H76AsBaN8O4S3Si3
Method: DFT, the ωB97M-V functional and the def2-TZVPD basis

Each line ends with the Mulliken charge.
Geometry (Å):
Ba: 0.15783 0.04532 0.21158  0.9565
S: -1.14337 1.68695 2.10448  -0.0609
C: -0.00632 0.96194 3.16651  0.1531
C: 0.06569 1.35758 4.52076  -0.9877
C: 0.97472 0.76215 5.36012  -0.7200
C: 1.81575 -0.23997 4.86341  -0.9344
C: 1.70161 -0.57005 3.53599  -0.5207
N: 0.82890 0.00908 2.69432  0.7806
H: -0.60327 2.13595 4.85918  0.6745
H: 1.04472 1.06352 6.39796  0.5010
H: 2.54366 -0.73487 5.49000  0.5718
H: 2.32794 -1.34678 3.10705  0.1594
C: 3.76813 -1.91120 0.08394  -0.6154
C: 3.13369 -2.91624 1.00868  0.4991
C: 3.77257 -3.26095 2.19622  -0.3367
C: 3.23276 -4.20661 3.05069  -1.0073
C: 2.02983 -4.81566 2.73010  -0.8936
C: 1.35043 -4.48307 1.56617  0.5571
C: 0.05603 -5.15818 1.19599  -1.5923
C: 1.91012 -3.52688 0.70580  -0.0495
N: 1.16616 -3.13853 -0.42724  0.7164
C: 1.39613 -3.56568 -1.59711  0.7425
C: 2.49190 -4.53036 -1.95731  -1.9688
C: 0.49847 -3.07851 -2.69474  0.7466
C: 0.30236 -3.97801 -3.88311  -2.0407
N: -0.04269 -1.94433 -2.54961  1.1379
C: -0.88599 -1.39688 -3.53780  -0.9940
C: -0.34114 -0.49474 -4.45877  1.0455
C: 1.12230 -0.15291 -4.39891  -1.3594
C: -1.16953 0.04952 -5.42960  -0.9145
C: -2.50580 -0.30887 -5.50415  -0.9845
C: -3.03175 -1.19077 -4.57369  -1.1681
C: -2.23917 -1.73698 -3.57193  1.4317
C: -2.80658 -2.71588 -2.57836  -1.4008
H: 4.85168 -1.98031 0.15604  0.5631
H: 3.48551 -0.88583 0.34451  -0.3656
H: 3.47665 -2.07147 -0.95340  0.0262
H: 4.71470 -2.78071 2.43550  0.3846
H: 3.75670 -4.48019 3.95716  0.4564
H: 1.60659 -5.56979 3.38257  0.4688
H: -0.44137 -5.56524 2.07475  0.5128
H: 0.24793 -5.98850 0.51079  0.4094
H: -0.61275 -4.45982 0.69052  0.1293
H: 3.06613 -4.80304 -1.07442  0.3581
H: 3.16240 -4.07380 -2.68930  0.3782
H: 2.08310 -5.43722 -2.40296  0.5393
H: 0.00586 -4.97595 -3.55603  0.4219
H: 1.23223 -4.07759 -4.44625  0.4273
H: -0.46328 -3.57682 -4.54380  0.4353
H: 1.73383 -1.03159 -4.62090  0.4164
H: 1.39659 0.20351 -3.40171  0.2127
H: 1.36244 0.61813 -5.12860  0.5745
H: -0.75390 0.75107 -6.14326  0.4320
H: -3.13280 0.09252 -6.29085  0.5274
H: -4.07475 -1.48723 -4.63195  0.5196
H: -3.88949 -2.61585 -2.51816  0.5186
H: -2.37864 -2.56053 -1.58674  0.0570
H: -2.58314 -3.74317 -2.87965  0.3230
C: -2.11131 4.94495 -3.03048  -0.4726
N: -3.03987 3.94938 -3.50396  0.2406
C: -4.20623 4.32691 -4.29210  -0.7083
C: -4.95410 2.99783 -4.46357  -0.5332
N: -4.29507 2.15473 -3.47600  0.0138
C: -3.15282 2.69965 -3.01328  -0.7256
S: -2.09006 1.94413 -1.98184  -0.0758
H: -1.59890 5.41297 -3.87283  0.3524
H: -1.38435 4.45330 -2.38947  -0.3466
H: -2.63286 5.71871 -2.46011  0.3326
H: -3.90069 4.76100 -5.24428  0.3560
H: -4.80621 5.06608 -3.75286  0.3152
H: -4.83737 2.59484 -5.47277  0.2669
H: -6.01667 3.09168 -4.24700  0.3484
H: -4.42670 1.16106 -3.43519  0.2529
C: 4.43013 1.32441 -4.03955  -1.0208
Si: 4.96061 1.69762 -2.26116  0.0926
C: 6.10831 3.19613 -2.34972  -1.0009
C: 5.99448 0.21526 -1.69715  -1.0245
As: 3.02772 1.93413 -0.85516  0.1781
Si: 3.99667 2.60854 1.20865  0.3057
C: 4.67161 1.05674 2.05802  -0.2016
C: 5.42563 3.83761 1.05996  -1.0565
C: 2.65210 3.33364 2.32358  -0.7868
Si: 2.04409 3.93276 -1.71085  0.1290
C: 1.22134 3.37721 -3.31969  -0.0468
C: 0.70551 4.52664 -0.52027  -0.7361
C: 3.23398 5.37175 -2.00989  -1.1568
H: 5.31851 1.16878 -4.65548  0.4944
H: 3.86833 2.15046 -4.47910  0.3412
H: 3.81821 0.42344 -4.10057  0.0706
H: 6.88704 3.00447 -3.09108  0.4054
H: 6.59888 3.39997 -1.39823  0.2979
H: 5.57574 4.09709 -2.65329  0.1991
H: 6.95161 0.21971 -2.22277  0.4891
H: 5.49337 -0.72565 -1.92859  0.2133
H: 6.20562 0.23739 -0.62608  0.2598
H: 5.41129 0.54071 1.44191  0.2149
H: 3.86369 0.35748 2.27842  -0.5219
H: 5.14653 1.32233 3.00490  0.5582
H: 6.34597 3.32277 0.77854  0.3070
H: 5.60247 4.33925 2.01316  0.4093
H: 5.22395 4.60311 0.30978  0.2047
H: 1.65528 2.95777 2.07654  -0.0113
H: 2.62575 4.42258 2.24993  0.4855
H: 2.84976 3.07476 3.36622  0.4012
H: 0.40383 2.68704 -3.09698  -0.2871
H: 1.93055 2.85881 -3.96768  -0.0903
H: 0.80738 4.21917 -3.87926  0.4166
H: -0.05324 3.75738 -0.35258  0.0879
H: 0.20531 5.40783 -0.92902  0.4234
H: 1.12108 4.80796 0.44865  0.3274
H: 3.79113 5.25131 -2.93990  0.3770
H: 3.95166 5.46651 -1.19380  0.2398
H: 2.68122 6.31107 -2.07307  0.4055
C: -4.37860 -1.10924 9.11385  -1.2319
C: -4.05880 -0.57132 7.72758  -0.4312
S: -4.23815 -1.90961 6.53504  1.1921
O: -5.48774 -2.58541 6.74777  -0.6769
O: -3.02153 -2.68827 6.52977  -0.6527
C: -4.31847 -1.09377 4.91685  -0.4408
C: -4.36699 -2.21808 3.87947  -1.6500
N: -3.81433 -1.79086 2.60452  0.2651
C: -2.52500 -1.93917 2.23829  0.3120
N: -2.30289 -1.40909 1.04359  0.3492
C: -3.47995 -0.89536 0.61326  -0.5686
C: -4.43461 -1.11779 1.56543  -0.2676
N: -5.79825 -0.71845 1.52744  1.0774
O: -6.21029 -0.29615 0.46331  -0.6440
O: -6.45642 -0.79386 2.55470  -0.6309
C: -1.50060 -2.62155 3.07118  -0.4767
H: -4.25634 -0.32632 9.85974  0.3811
H: -3.71404 -1.93599 9.36385  0.3448
H: -5.40405 -1.47263 9.14801  0.3481
H: -3.02646 -0.23680 7.63404  0.3378
H: -4.74673 0.21572 7.41653  0.3943
H: -3.41121 -0.49544 4.81957  0.3503
H: -5.20634 -0.46600 4.87745  0.6088
H: -5.38866 -2.55228 3.74733  0.3700
H: -3.76811 -3.05470 4.23672  0.5902
H: -3.58498 -0.37331 -0.32520  0.6971
H: -1.82990 -3.62262 3.35411  0.6807
H: -1.30587 -2.07142 3.99497  0.3372
H: -0.57657 -2.69828 2.50235  -0.8257

Summary:
Gap between HOMO and LUMO (eV): 7.55
Max |F| (eV Å⁻¹): 2.06
HOMO (eV): -9.7
Net charge: +1
Spin multiplicity: 1